Entry 1:
{"formula": "C48H94F9N3O21", "method": "the ωB97M-V functional and the def2-TZVPD basis", "species": ["C", "C", "N", "H", "H", "H", "C", "C", "N", "H", "H", "H", "C", "C", "N", "H", "H", "H", "C", "O", "C", "C", "O", "C", "C", "O", "C", "H", "H", "H", "H", "H", "H", "H", "H", "H", "H", "H", "H", "H", "H", "C", "O", "C", "C", "O", "C", "C", "O", "C", "H", "H", "H", "H", "H", "H", "H", "H", "H", "H", "H", "H", "H", "H", "C", "O", "C", "C", "O", "C", "C", "O", "C", "H", "H", "H", "H", "H", "H", "H", "H", "H", "H", "H", "H", "H", "H", "C", "O", "C", "C", "O", "C", "C", "O", "C", "H", "H", "H", "H", "H", "H", "H", "H", "H", "H", "H", "H", "H", "H", "C", "O", "C", "C", "O", "C", "C", "O", "C", "H", "H", "H", "H", "H", "H", "H", "H", "H", "H", "H", "H", "H", "H", "C", "C", "O", "C", "O", "C", "F", "F", "F", "H", "H", "H", "H", "H", "C", "C", "O", "C", "O", "C", "F", "F", "F", "H", "H", "H", "H", "H", "C", "C", "O", "C", "O", "C", "F", "F", "F", "H", "H", "H", "H", "H"], "xyz": [[1.5952, -6.0629, -4.7144], [1.9961, -5.4988, -3.4106], [2.3618, -5.0646, -2.3827], [0.9627, -5.3188, -5.1985], [0.9581, -6.9432, -4.6289], [2.5200, -6.3074, -5.2368], [-0.9643, 0.2090, -5.6516], [0.3563, 0.7968, -5.5803], [1.3846, 1.3448, -5.4608], [-1.5667, 0.0693, -4.7539], [-0.8943, -0.8356, -5.9547], [-1.5711, 0.8731, -6.2671], [5.2870, -2.9813, -0.9069], [5.4107, -1.5506, -1.3363], [5.5106, -0.4136, -1.6752], [5.3611, -3.0185, 0.1799], [5.9888, -3.6142, -1.4501], [4.3651, -3.5185, -1.1296], [3.3065, -1.5738, 1.4082], [3.8341, -1.2058, 2.6762], [4.0050, 0.1526, 2.8050], [4.6611, 0.5758, 4.1121], [4.1874, 0.0616, 5.3690], [2.9855, 0.5020, 5.9156], [2.4706, -0.1194, 7.2394], [3.3083, 0.2934, 8.3134], [3.1814, 1.5715, 8.7856], [3.5626, -2.6106, 1.1899], [3.7666, -1.1717, 0.5055], [2.2310, -1.4022, 1.3648], [3.0355, 0.6453, 2.7315], [4.7937, 0.3955, 2.0929], [4.6605, 1.6585, 4.2383], [5.7382, 0.4119, 4.0796], [2.2743, 0.3800, 5.0986], [3.1488, 1.5703, 6.0576], [2.3708, -1.1916, 7.0708], [1.4251, 0.1307, 7.4194], [3.4135, 2.4000, 8.1164], [3.7223, 1.7385, 9.7170], [2.1257, 1.7090, 9.0196], [-7.0626, 6.3041, 6.4900], [-6.5114, 5.1145, 6.0424], [-7.3673, 4.5870, 5.1466], [-7.0458, 3.1826, 4.5870], [-6.1226, 3.1202, 3.4381], [-6.5642, 2.9385, 2.1131], [-5.3182, 3.1651, 1.1965], [-5.7662, 2.5074, -0.0362], [-4.7671, 2.2586, -0.9882], [-7.1756, 7.0401, 5.6939], [-6.4203, 6.8082, 7.2121], [-7.9989, 6.2504, 7.0455], [-7.9156, 5.2200, 4.4489], [-8.3024, 4.3353, 5.6470], [-8.0010, 2.7391, 4.3062], [-6.6800, 2.6026, 5.4343], [-7.2869, 3.7354, 1.9376], [-7.0375, 1.9572, 2.0783], [-4.3448, 2.8361, 1.5603], [-5.1067, 4.2081, 0.9606], [-4.0202, 1.4995, -0.7558], [-4.2770, 3.1929, -1.2619], [-5.2966, 1.9217, -1.8794], [2.8773, 4.0320, 3.7990], [2.8544, 3.3616, 2.5964], [3.3325, 4.2099, 1.5198], [2.9662, 3.5301, 0.2254], [3.2226, 4.3739, -0.8517], [2.8853, 3.8668, -2.1565], [1.3382, 3.9771, -2.4183], [0.7737, 5.2911, -2.3030], [0.4984, 5.6123, -0.9148], [3.7254, 4.7011, 3.9445], [2.8685, 3.2560, 4.5644], [1.9687, 4.6323, 3.8455], [4.4126, 4.1041, 1.6215], [3.0380, 5.2592, 1.5377], [2.0119, 3.0035, 0.2345], [3.5916, 2.6551, 0.0482], [3.2074, 2.8255, -2.1546], [3.3751, 4.4759, -2.9163], [0.7389, 3.2176, -1.9162], [1.2283, 3.7827, -3.4852], [1.3448, 6.0219, -0.3634], [0.3567, 4.6807, -0.3670], [-0.3514, 6.2602, -0.6998], [-5.4719, -6.2636, -2.4248], [-4.6557, -5.1142, -1.9929], [-5.2354, -3.8335, -2.4414], [-4.4114, -2.6498, -1.8885], [-4.6026, -2.3074, -0.4963], [-4.3135, -3.2332, 0.5100], [-3.6707, -2.5577, 1.7056], [-4.5897, -1.7872, 2.5850], [-4.9083, -0.4648, 2.2064], [-5.1818, -7.2049, -1.9581], [-5.2322, -6.3585, -3.4839], [-6.5188, -6.0617, -2.1978], [-6.2217, -3.6799, -2.0035], [-5.2888, -3.9013, -3.5280], [-4.4934, -1.8191, -2.5895], [-3.3627, -2.9380, -1.9608], [-3.4951, -3.8105, 0.0797], [-5.0994, -3.9793, 0.6271], [-2.7307, -2.1277, 1.3598], [-3.3055, -3.3940, 2.3015], [-5.4048, 0.0862, 3.0052], [-5.5962, -0.5294, 1.3634], [-3.9846, 0.0268, 1.9012], [5.2982, 0.8831, -5.3899], [6.1800, 1.1407, -6.5135], [5.5957, 1.1927, -7.8663], [5.5302, -0.1546, -8.5643], [4.8650, -1.1571, -7.8347], [3.4575, -0.9126, -7.7517], [2.7077, -1.9899, -8.5272], [2.9692, -1.8926, -9.9097], [2.0900, -1.0207, -10.6244], [4.4646, 1.5647, -5.5592], [5.8271, 1.0172, -4.4464], [4.8388, -0.0990, -5.2784], [6.1763, 1.8870, -8.4737], [4.5921, 1.6177, -7.8814], [6.5585, -0.4804, -8.7208], [5.1070, -0.0196, -9.5597], [3.1971, 0.0660, -8.1550], [3.1349, -0.8569, -6.7120], [1.6402, -2.0007, -8.3071], [3.0766, -2.9753, -8.2423], [2.3013, -1.1006, -11.6907], [2.0856, -0.0048, -10.2294], [1.0887, -1.4335, -10.7471], [-3.5506, 3.0075, 5.4204], [-3.3579, 1.4650, 5.2655], [-2.3779, 1.3347, 4.2614], [-1.1638, 0.8952, 4.5825], [-0.7229, 0.9724, 5.6765], [-0.3338, 0.2481, 3.4111], [0.0164, -0.9780, 3.6776], [-1.1296, 0.0447, 2.4299], [0.7503, 0.9972, 3.0602], [-2.5331, 3.3900, 5.5005], [-4.2443, 3.4641, 6.1264], [-3.9196, 3.4335, 4.4875], [-4.3414, 1.0934, 4.9778], [-3.1583, 1.0468, 6.2521], [0.0506, -3.8865, 0.5825], [0.9770, -4.1595, 1.7627], [0.5590, -5.2738, 2.5055], [1.0020, -5.4397, 3.7930], [1.5549, -4.5663, 4.3918], [0.6158, -6.7585, 4.4862], [-0.0082, -7.5627, 3.6672], [1.6602, -7.4078, 4.8885], [-0.2302, -6.5868, 5.4988], [-0.9805, -3.7094, 0.8884], [0.0325, -4.6794, -0.1652], [0.3677, -2.9549, 0.1137], [1.2265, -3.2834, 2.3614], [1.8953, -4.5731, 1.3458], [2.6234, -1.0231, -3.3736], [1.8845, -1.7101, -2.2456], [1.1315, -0.7268, -1.5321], [-0.2128, -0.6581, -1.6023], [-0.8723, -1.3058, -2.4208], [-0.8339, 0.3381, -0.6630], [-1.2472, 1.3721, -1.4496], [-1.9119, -0.3225, -0.0889], [0.0247, 0.8161, 0.2129], [3.6018, -1.5015, -3.4170], [2.9319, 0.0036, -3.1765], [2.2873, -1.1958, -4.3960], [2.5642, -2.3293, -1.6602], [1.2186, -2.4398, -2.7064]], "e_tot_ev": -123210.2077, "charge": 0, "smiles": "CCOC(=O)C(F)(F)F.CCOC(=O)C(F)(F)F.CCOC(=O)C(F)(F)F.COCCOCCOC.COCCOCCOC.COCCOCCOC.COCCOCCOC.COCCOCCOC.CC#N.CC#N.CC#N", "relative_energy_ev": 3.231, "homo_lumo_gap_ev": 8.90, "homo_energy_ha": -0.333}

Entry 2:
{"formula": "C48H96BClF4N8O14P", "method": "the ωB97M-V functional and the def2-TZVPD basis", "species": ["C", "C", "C", "O", "O", "C", "C", "C", "C", "C", "C", "C", "C", "O", "O", "C", "C", "C", "C", "O", "C", "O", "C", "C", "C", "F", "F", "C", "F", "F", "N", "C", "Cl", "C", "C", "C", "B", "C", "O", "P", "C", "C", "H", "H", "H", "H", "H", "H", "H", "H", "H", "H", "H", "H", "H", "H", "H", "H", "H", "H", "H", "H", "H", "H", "H", "H", "H", "H", "H", "H", "H", "H", "H", "H", "H", "H", "H", "H", "H", "H", "H", "H", "H", "H", "H", "H", "H", "H", "H", "C", "O", "N", "C", "C", "H", "H", "H", "H", "H", "H", "H", "C", "O", "N", "C", "C", "H", "H", "H", "H", "H", "H", "H", "C", "O", "N", "C", "C", "H", "H", "H", "H", "H", "H", "H", "C", "O", "N", "C", "C", "H", "H", "H", "H", "H", "H", "H", "C", "O", "N", "C", "C", "H", "H", "H", "H", "H", "H", "H", "C", "O", "N", "C", "C", "H", "H", "H", "H", "H", "H", "H", "C", "O", "N", "C", "C", "H", "H", "H", "H", "H", "H", "H"], "xyz": [[-6.7219, -2.2499, -2.8984], [-5.3088, -2.2167, -3.1442], [-4.5447, -0.7998, -3.2206], [-4.3909, -0.3070, -4.3631], [-4.1536, -0.2064, -2.0006], [-2.9025, 0.5263, -2.1215], [-2.7750, 1.5251, -0.8525], [-1.4764, 1.1794, 0.0702], [-1.8786, -0.1000, 0.9411], [-0.8384, -0.4361, 2.1416], [-1.0521, -1.9605, 2.5489], [0.0959, -3.0262, 2.2617], [1.4705, -2.6514, 3.0199], [1.3055, -1.6170, 4.0431], [2.4742, -0.8954, 4.0005], [-0.5522, -4.2659, 3.1653], [-0.0991, -5.7504, 2.5972], [0.6174, -6.2215, 3.9615], [-0.3342, -6.3560, 5.2426], [-0.0731, -7.5971, 5.9939], [-1.2700, -8.0766, 6.6037], [-1.8262, -7.3319, 7.4565], [-1.8660, -9.5369, 6.2594], [-3.4540, -9.5248, 6.0061], [-1.2440, -6.8124, 2.3048], [-2.5201, -6.4211, 2.8584], [-1.5667, -6.9810, 0.8971], [-1.0404, -8.3354, 2.7275], [-2.3790, -8.8896, 2.7906], [-0.4281, -9.1017, 1.6740], [0.7521, -5.2404, 1.4191], [2.1786, -5.5845, 1.5663], [2.2219, -7.4614, 1.3554], [3.2705, -5.2334, 0.4499], [4.6243, -6.0733, 0.8201], [0.1892, -3.9009, 0.9087], [0.9786, -3.0008, -0.1983], [1.2964, -1.4193, -0.2032], [1.4249, -3.6463, -1.4411], [-1.4012, -3.9873, -0.1768], [-1.2480, -5.1883, -1.6037], [-3.0043, -4.2566, 0.6807], [-7.4435, -1.5791, -3.4935], [-7.1956, -2.9603, -2.1413], [-4.7663, -3.2116, -3.3245], [-2.0425, -0.2253, -2.1101], [-2.8261, 1.1679, -3.0615], [-3.7178, 1.3420, -0.2075], [-2.7905, 2.6240, -1.1544], [-0.5802, 1.0343, -0.6195], [-1.2661, 2.1009, 0.7101], [-2.9147, 0.0770, 1.4116], [-2.0138, -1.0380, 0.2746], [0.2221, -0.0897, 1.9465], [-1.2160, 0.2075, 3.0271], [-2.1010, -2.2419, 2.1736], [-1.1823, -1.9660, 3.7024], [2.3086, -2.3008, 2.3330], [1.9306, -3.5458, 3.5964], [2.3546, -0.1700, 3.3319], [-1.6667, -4.1526, 3.4470], [-0.0839, -3.9454, 4.1754], [1.4718, -5.5240, 4.3015], [1.1431, -7.2513, 3.8822], [-1.4490, -6.2473, 5.0589], [-0.0608, -5.5151, 5.9882], [-1.6715, -10.2915, 7.1066], [-1.3680, -9.9748, 5.3146], [-3.6870, -10.2872, 5.1751], [-4.0435, -9.8882, 6.9251], [-3.8735, -8.4994, 5.7328], [-0.5884, -8.5772, 3.7301], [0.5248, -5.8074, 0.5612], [2.7029, -5.2712, 2.5397], [2.9698, -5.5990, -0.5903], [3.6114, -4.1311, 0.4589], [5.5249, -5.3894, 0.5769], [4.7117, -6.2810, 1.9482], [4.7564, -7.0002, 0.1747], [1.7641, -0.9887, 0.7382], [0.3078, -0.8928, -0.4985], [2.0226, -1.1258, -1.0578], [2.2111, -3.1475, -1.7664], [-0.5454, -6.0793, -1.4127], [-2.3029, -5.5937, -1.8332], [-0.9085, -4.6176, -2.5470], [-3.7876, -3.5106, 0.2672], [-3.4411, -5.2957, 0.4172], [-3.0703, -4.1702, 1.8112], [2.6255, 0.2446, -3.7168], [2.9436, -0.4303, -2.7513], [1.5214, 0.0441, -4.4867], [1.2099, 0.8915, -5.6211], [0.6284, -1.0516, -4.1621], [3.2341, 1.1007, -4.0486], [0.2357, 1.3594, -5.4591], [1.1752, 0.2782, -6.5248], [1.9638, 1.6700, -5.7464], [0.2494, -0.9161, -3.1455], [1.1840, -1.9920, -4.2059], [-0.2062, -1.0858, -4.8631], [3.7264, 2.2274, 2.0569], [2.8727, 1.6338, 2.7025], [5.0634, 2.1782, 2.2902], [6.0142, 2.9136, 1.4775], [5.5557, 1.3651, 3.3858], [3.4599, 2.8719, 1.2047], [6.7084, 2.2073, 1.0155], [6.5677, 3.6057, 2.1162], [5.5064, 3.4789, 0.6954], [5.2535, 0.3267, 3.2261], [5.1136, 1.7179, 4.3209], [6.6425, 1.4251, 3.4485], [-3.0906, 5.6377, -0.2757], [-1.9769, 5.5513, -0.7598], [-4.2025, 6.0809, -0.9271], [-5.4963, 6.1539, -0.2787], [-4.0869, 6.4925, -2.3129], [-3.2885, 5.3509, 0.7703], [-6.2029, 5.5206, -0.8212], [-5.8455, 7.1893, -0.2959], [-5.4344, 5.8148, 0.7565], [-3.7214, 5.6513, -2.9073], [-3.3661, 7.3106, -2.3848], [-5.0534, 6.8203, -2.6968], [4.9807, 4.8708, -1.5873], [6.0158, 5.3308, -1.1352], [3.7683, 5.4865, -1.5658], [2.5844, 4.8694, -2.1252], [3.6552, 6.8026, -0.9643], [4.9514, 3.8776, -2.0670], [2.1895, 5.5105, -2.9175], [1.8351, 4.7579, -1.3371], [2.8151, 3.8866, -2.5416], [4.3184, 7.4931, -1.4900], [3.9659, 6.7442, 0.0816], [2.6280, 7.1636, -1.0224], [5.7511, 9.1486, -3.8319], [4.9000, 8.5647, -3.1857], [7.0912, 9.0913, -3.5981], [8.0456, 9.8157, -4.4122], [7.5778, 8.2787, -2.4983], [5.4881, 9.7917, -4.6875], [8.7353, 9.1029, -4.8715], [8.6042, 10.5070, -3.7760], [7.5407, 10.3810, -5.1970], [7.2685, 7.2422, -2.6532], [7.1379, 8.6384, -1.5649], [8.6653, 8.3314, -2.4355], [2.0866, 5.0803, 2.9229], [2.3948, 5.4487, 1.8041], [0.9420, 5.4200, 3.5784], [0.6480, 4.9378, 4.9123], [-0.0119, 6.2918, 2.9195], [2.7405, 4.4164, 3.5113], [-0.2847, 4.3682, 4.8876], [0.5366, 5.7930, 5.5838], [1.4492, 4.2956, 5.2812], [-0.3417, 5.8239, 1.9881], [0.4751, 7.2404, 2.6807], [-0.8729, 6.4734, 3.5637], [-8.9707, 0.5356, -7.2131], [-10.1128, 0.8985, -7.4182], [-8.1025, 1.1212, -6.3390], [-6.7524, 0.6294, -6.1485], [-8.5448, 2.2719, -5.5764], [-8.5354, -0.3291, -7.7404], [-6.6228, 0.3427, -5.1031], [-6.0460, 1.4245, -6.4001], [-6.5575, -0.2362, -6.7833], [-9.4133, 1.9913, -4.9751], [-8.8392, 3.0671, -6.2658], [-7.7466, 2.6285, -4.9242]], "e_tot_ev": -125258.2520, "charge": 1, "homo_lumo_gap_ev": 7.63, "homo_energy_ha": -0.365}

no.,LUMO energy (Eh)
1,-0.0058
2,-0.0848